Density functional theory data (ωB97M-V with the def2-TZVPD basis set) for a molecular structure, C4H6N2O at a distorted geometry.

Summary:
ΔE to the lowest compared entry with this formula, charge and spin = 248.0 kJ/mol
2S+1 = 3
highest occupied orbital energy (alpha / beta) = -6.19 / -10.47 eV
total energy = -9265.598 eV
lowest unoccupied orbital energy (alpha / beta) = 0.8 / -1.6 eV

Structure (XYZ):
```
13
C4H6N2O (ωB97M-V with the def2-TZVPD basis set)
C 0.792 -1.065 -2.076
C 0.750 -1.251 0.731
C 1.170 0.053 0.201
C 0.265 -0.407 -0.997
N 1.158 -1.570 -3.051
N -1.627 1.034 -0.867
O -1.070 -0.299 -0.999
H 1.182 -2.211 0.451
H -0.067 -1.308 1.546
H 0.657 0.940 0.658
H 2.110 0.318 -0.274
H -2.512 0.827 -0.532
H -1.580 1.362 -1.837
```

Mulliken population analysis, charges in e, atoms 1 to 2: number 1, C, carries 0.441; number 2, C, carries -0.832